No. 1
{
  "formula": "C5H14",
  "method": "ωB97M-V/def2-TZVPD",
  "orbital_gap_ev": 12.49,
  "smiles": "CCC.CC",
  "molar_mass_g_mol": 74.2,
  "charge": 0,
  "lumo_ev": 1.18,
  "elements": ["C", "C", "C", "C", "C", "H", "H", "H", "H", "H", "H", "H", "H", "H", "H", "H", "H", "H", "H"],
  "positions_angstrom": [[0.678, -1.577, -0.306], [-1.727, -1.864, 0.519], [0.350, 1.997, 0.694], [1.287, 2.390, -0.485], [-0.801, -1.222, -0.490], [1.621, 3.414, -0.355], [-0.675, 1.980, 0.346], [-0.969, -0.147, -0.579], [1.063, -1.316, 0.688], [1.287, -1.012, -1.002], [0.720, 2.352, -1.417], [-2.772, -1.832, 0.214], [0.464, 2.705, 1.517], [-1.563, -1.473, 1.520], [2.121, 1.695, -0.564], [-1.516, -2.929, 0.597], [0.650, 1.050, 1.115], [-1.009, -1.577, -1.507], [0.790, -2.636, -0.505]],
  "lowdin_charge": [-0.126, -0.122, -0.161, -0.152, -0.331, 0.053, 0.052, 0.076, 0.067, 0.060, 0.058, 0.068, 0.059, 0.071, 0.054, 0.066, 0.039, 0.100, 0.067]
}

---

No. 2
{
  "formula": "C4H9NO2",
  "method": "ωB97M-V/def2-TZVPD",
  "orbital_gap_ev": 6.96,
  "molar_mass_g_mol": 103.1,
  "charge": 0,
  "lumo_ev": 0.09,
  "elements": ["O", "O", "N", "C", "C", "C", "C", "H", "H", "H", "H", "H", "H", "H", "H", "H"],
  "positions_angstrom": [[-2.430, 1.112, 0.510], [-0.391, -1.531, 0.946], [-0.493, -0.290, 0.242], [-1.366, 0.765, 0.949], [1.967, 0.250, -0.523], [-0.936, -0.551, -1.136], [1.000, 0.534, 0.403], [1.270, 0.470, 1.455], [-0.191, -1.162, -1.641], [1.759, 0.247, -1.583], [-1.060, 0.781, 2.006], [-1.053, 0.404, -1.642], [0.250, 1.557, 0.482], [3.006, 0.235, -0.229], [0.555, -1.748, 0.858], [-1.888, -1.073, -1.098]],
  "lowdin_charge": [0.103, 0.008, -0.289, -0.245, -0.112, -0.009, -0.284, 0.102, 0.094, 0.017, 0.149, 0.108, 0.127, 0.019, 0.108, 0.103]
}

---

No. 3
{
  "formula": "C4H8NO4",
  "method": "ωB97M-V/def2-TZVPD",
  "orbital_gap_ev": [6.29, 6.29],
  "molar_mass_g_mol": 134.1,
  "charge": 1,
  "lumo_ev": [-4.71, -4.71],
  "elements": ["O", "O", "O", "O", "N", "C", "C", "C", "C", "H", "H", "H", "H", "H", "H", "H", "H"],
  "positions_angstrom": [[1.518, -0.109, 1.336], [-2.373, 0.741, -0.555], [1.283, 0.524, -3.340], [-0.012, -1.816, 1.266], [-0.610, 0.216, 2.586], [0.062, 0.298, -2.945], [0.294, -0.522, 1.121], [-1.382, 0.607, -1.061], [-0.203, 0.613, -1.628], [-0.261, 1.180, 2.688], [0.537, 1.185, -1.092], [-1.500, -0.007, 2.247], [2.037, -0.575, 2.035], [-0.651, -0.113, 3.571], [-0.678, 0.050, -3.685], [0.503, -2.462, 1.720], [1.438, 0.189, -4.264]],
  "lowdin_charge": [0.008, 0.340, 0.136, 0.018, 0.107, -0.064, -0.423, -0.096, -0.025, 0.114, 0.156, 0.056, 0.130, 0.115, 0.159, 0.091, 0.178]
}